# C11H16

An isolated molecule of C11H16 at a distorted geometry (ωB97M-V/def2-TZVPD, the Open Molecules 2025 dataset).

E in eV: -11661.9130
SMILES: CC(C)=C=C[C@@]12CC[C@]1(C)C2
E_HOMO in eV: -8.6
2S+1: 1
ΔE to the lowest compared entry with this formula, charge and spin in kcal/mol: 67.26
F_max in eV/A: 5.1
Frontier orbital gap in eV: 9.508

Geometry as XYZ:
```
27
C11H16 ωB97M-V/def2-TZVPD
C 2.0015 2.0917 1.6055
C 0.8070 2.0686 0.7125
C -0.3676 3.0351 0.9074
C 0.6729 1.3587 -0.4123
C 0.4631 0.4832 -1.3466
C -0.3009 -0.7592 -1.2757
C -0.2360 -1.9163 -2.2277
C -0.7161 -2.9266 -1.1059
C -0.5300 -1.7305 -0.1019
C -0.0101 -1.6148 1.2639
C -1.6130 -0.7479 -0.6346
H 2.7127 2.8632 1.4055
H 2.3509 1.0543 1.6477
H 1.5071 2.3959 2.5169
H 0.1086 4.0498 1.1587
H -0.9000 2.8675 1.8335
H -0.9083 3.0947 0.0454
H 0.5303 0.8703 -2.3549
H 0.8045 -2.1846 -2.5464
H -0.8994 -1.8116 -3.0643
H -1.7224 -3.3102 -1.2775
H 0.1291 -3.6741 -0.7359
H 0.6378 -2.3806 1.6429
H -0.9123 -1.5081 1.9989
H 0.2943 -0.5787 1.3419
H -1.6992 0.1843 -0.0776
H -2.5206 -0.9390 -1.2118
```

natural (NBO) atomic charge list, values in e, 6 entries: C -0.635; C -0.063; C -0.613; C 0.077; C -0.299; C -0.048